{"formula": "C22H76AlNO15P", "method": "ωB97M-V/def2-TZVPD", "lumo_energy_ev": 1.89, "multiplicity": 1, "orbital_gap_ha": 0.2095, "e_above_lowest_ev": 0.460, "charge": -1, "elements": ["C", "C", "C", "N", "Al", "C", "C", "C", "C", "O", "C", "P", "C", "O", "H", "H", "H", "H", "H", "H", "H", "H", "H", "H", "H", "H", "H", "H", "H", "H", "H", "H", "H", "H", "H", "H", "H", "H", "C", "O", "H", "H", "H", "H", "C", "O", "H", "H", "H", "H", "C", "O", "H", "H", "H", "H", "C", "O", "H", "H", "H", "H", "C", "O", "H", "H", "H", "H", "C", "O", "H", "H", "H", "H", "C", "O", "H", "H", "H", "H", "C", "O", "H", "H", "H", "H", "C", "O", "H", "H", "H", "H", "C", "O", "H", "H", "H", "H", "C", "O", "H", "H", "H", "H", "C", "O", "H", "H", "H", "H", "C", "O", "H", "H", "H", "H"], "xyz": [[1.426080, -0.754533, 1.063477], [0.007948, -1.153477, 0.649201], [-1.015382, -0.915132, 1.756688], [-1.039329, 0.486601, 2.193375], [-1.985153, 1.655399, 1.048461], [-1.648035, 3.547344, 1.764099], [-0.307389, 3.691548, 2.501395], [0.902736, 3.223487, 1.690305], [1.470254, 4.344417, 0.832508], [2.325457, 3.875385, -0.209616], [3.615874, 3.539682, 0.252150], [-4.306420, 1.172800, 0.938408], [-4.992056, 2.562466, -0.089438], [-4.883347, 1.546842, 2.515009], [2.175498, -1.287236, 0.478296], [1.603531, 0.311512, 0.925936], [1.550529, -0.956216, 2.129770], [-0.288985, -0.644446, -0.267038], [0.013987, -2.234086, 0.468951], [-0.706440, -1.549917, 2.601786], [-1.983026, -1.304299, 1.415441], [-1.493798, 0.518106, 3.102852], [-1.333113, 1.589270, -0.415262], [-1.764132, 4.309614, 0.987334], [-2.437893, 3.743089, 2.507057], [-0.355849, 3.098046, 3.414683], [-0.131594, 4.735772, 2.800325], [0.658737, 2.401844, 1.019844], [1.676530, 2.853602, 2.370294], [2.029329, 5.062286, 1.444461], [0.639449, 4.831836, 0.321244], [4.045236, 4.396765, 0.782364], [3.635061, 2.646675, 0.880276], [4.222873, 3.339200, -0.621643], [-5.902158, 2.253689, -0.601783], [-4.247887, 2.860357, -0.829515], [-5.217443, 3.433191, 0.530644], [-4.584566, 2.433259, 2.733857], [-4.819841, -2.885942, 0.258725], [-3.438610, -3.236643, 0.251707], [-4.960659, -2.105188, 1.000665], [-5.130306, -2.494124, -0.712877], [-5.437076, -3.751971, 0.523518], [-3.305177, -3.911521, -0.417587], [-4.709745, 0.788081, 5.820726], [-5.907813, 0.586708, 5.089669], [-4.923306, 0.576759, 6.867802], [-3.915710, 0.117597, 5.480173], [-4.365526, 1.823269, 5.734196], [-5.708712, 0.782753, 4.163488], [-5.536002, 3.378130, 8.207112], [-4.219625, 3.878396, 7.994684], [-5.460281, 2.558122, 8.916450], [-6.185912, 4.153315, 8.624095], [-5.967552, 3.004025, 7.275972], [-4.272713, 4.598358, 7.362204], [-2.840365, 1.831822, -3.811228], [-2.331115, 1.101589, -2.697937], [-3.927455, 1.815998, -3.755606], [-2.495568, 2.866945, -3.778031], [-2.526552, 1.381785, -4.756396], [-1.371228, 1.129729, -2.738400], [4.106282, -2.954079, 1.860225], [4.299336, -2.905766, 0.446515], [3.943694, -1.939313, 2.210460], [3.236460, -3.564918, 2.109727], [5.001196, -3.359026, 2.342941], [4.434219, -3.804868, 0.140159], [0.520681, -5.086798, 3.302199], [1.840017, -5.625059, 3.128533], [0.558517, -4.039642, 3.014736], [-0.207784, -5.599186, 2.669274], [0.203128, -5.159212, 4.344042], [1.818741, -6.550676, 3.386674], [5.339235, 6.778375, -1.879602], [4.653097, 5.536458, -1.897451], [6.349721, 6.596538, -2.238319], [4.858369, 7.510706, -2.534411], [5.394455, 7.187489, -0.867093], [3.755486, 5.662045, -1.569503], [-2.110670, 4.700280, -6.435490], [-3.001319, 3.606455, -6.266668], [-1.119534, 4.284423, -6.599170], [-2.382365, 5.311796, -7.301081], [-2.081014, 5.333592, -5.544363], [-3.881210, 3.959899, -6.115544], [-0.569943, -1.567338, -4.656706], [-1.953660, -1.823068, -4.443887], [-0.177677, -2.339674, -5.310413], [-0.427033, -0.589979, -5.132499], [-0.023798, -1.598303, -3.712265], [-2.278070, -1.129111, -3.857172], [1.590976, -8.712156, 1.054971], [1.109022, -7.493385, 0.509936], [1.383388, -9.497658, 0.332512], [2.669896, -8.672709, 1.233579], [1.083936, -8.957295, 1.993640], [1.290586, -6.793469, 1.148339], [6.914047, 2.517654, -3.103614], [6.516418, 3.098848, -1.874641], [7.753624, 1.857232, -2.895492], [6.108378, 1.925141, -3.547389], [7.236801, 3.276910, -3.823709], [5.771447, 3.685773, -2.049375], [3.081069, -3.618000, -5.357510], [2.331160, -2.786427, -4.486147], [2.375487, -4.277034, -5.858081], [3.613798, -3.033273, -6.113969], [3.801188, -4.231112, -4.807395], [2.942472, -2.199803, -4.033104], [2.707243, -7.559582, -3.036531], [1.430960, -7.057802, -2.687614], [2.693075, -7.776422, -4.102937], [3.497040, -6.826811, -2.840963], [2.940218, -8.483402, -2.495596], [1.440953, -6.869993, -1.742082]], "atomic_forces_ev_per_a": [[-0.2, 0.3, -0.1], [0.2, -0.3, 0.4], [0.2, 0.1, 0.1], [-0.7, 0.0, -0.3], [1.1, 0.7, 0.2], [-0.3, -0.4, 0.4], [-0.1, -0.1, -0.3], [0.5, 0.2, 0.1], [-0.2, -0.5, -0.2], [0.1, 0.2, 0.0], [-0.1, 0.0, -0.2], [-0.2, -0.7, -0.1], [0.0, 0.0, 0.2], [-0.1, 0.2, -0.1], [0.1, -0.1, 0.1], [-0.1, 0.1, 0.1], [0.2, -0.1, 0.0], [0.0, 0.0, -0.1], [-0.1, 0.0, -0.3], [-0.1, -0.1, 0.0], [-0.1, 0.0, 0.0], [0.2, 0.0, 0.1], [0.0, -0.1, -0.1], [0.0, 0.0, -0.1], [-0.1, 0.3, -0.1], [0.0, 0.0, 0.1], [0.0, 0.0, 0.2], [-0.2, -0.1, 0.1], [0.0, 0.0, 0.0], [-0.1, 0.2, 0.0], [0.0, 0.2, 0.0], [0.2, -0.1, 0.2], [-0.1, 0.0, 0.2], [0.1, -0.1, 0.0], [-0.1, 0.1, 0.0], [0.0, 0.0, -0.1], [0.0, 0.1, 0.0], [0.1, 0.2, 0.2], [0.2, -0.2, -0.1], [-0.1, 0.0, 0.1], [0.1, 0.1, 0.0], [-0.1, 0.0, 0.0], [-0.1, 0.1, 0.0], [0.0, 0.0, -0.1], [-0.2, 0.0, -0.2], [0.0, 0.0, 0.2], [0.0, 0.0, 0.0], [0.1, 0.0, 0.0], [0.1, 0.0, 0.1], [0.1, 0.0, -0.2], [0.1, 0.2, -0.2], [0.0, -0.1, 0.2], [0.0, 0.0, 0.0], [-0.1, -0.1, 0.0], [-0.1, -0.1, 0.1], [0.0, 0.0, -0.1], [0.4, -0.2, 0.2], [-0.5, -0.3, -0.6], [0.0, 0.0, 0.1], [-0.1, 0.1, -0.1], [-0.1, 0.1, -0.1], [0.0, 0.1, 0.3], [0.1, -0.2, -0.3], [0.0, 0.1, 0.1], [0.0, 0.0, -0.1], [0.0, 0.0, 0.1], [-0.1, 0.0, 0.2], [0.0, 0.0, 0.0], [0.1, -0.1, 0.0], [-0.2, -0.1, -0.3], [0.0, 0.0, 0.0], [0.0, 0.0, 0.0], [0.0, 0.0, 0.0], [0.0, 0.0, 0.2], [-0.2, -0.1, 0.1], [0.1, 0.1, -0.2], [0.0, 0.0, 0.0], [0.0, 0.0, 0.0], [0.0, 0.0, 0.0], [0.0, -0.2, 0.0], [-0.1, -0.1, 0.1], [0.0, 0.1, -0.2], [0.0, 0.0, 0.0], [0.0, 0.0, 0.0], [0.0, 0.0, 0.0], [0.0, 0.0, 0.0], [-0.3, 0.1, 0.2], [0.0, 0.1, -0.1], [0.0, 0.0, 0.0], [0.1, 0.0, 0.0], [0.1, 0.0, -0.1], [-0.1, 0.0, 0.1], [0.0, 0.2, 0.0], [0.1, 0.0, 0.0], [0.0, 0.0, 0.0], [0.0, 0.0, 0.0], [0.0, -0.1, 0.0], [0.0, 0.2, 0.0], [-0.1, 0.1, 0.1], [0.1, -0.1, -0.2], [0.0, 0.0, 0.0], [0.0, 0.0, 0.0], [0.0, 0.0, 0.0], [0.0, 0.2, 0.1], [0.0, 0.1, 0.1], [0.1, -0.1, -0.1], [0.0, 0.0, 0.0], [0.0, 0.0, 0.0], [0.0, 0.0, 0.0], [0.0, 0.0, 0.1], [-0.1, 0.1, 0.1], [0.2, 0.0, 0.0], [0.0, 0.0, 0.0], [0.0, 0.0, 0.0], [0.0, 0.0, 0.0], [-0.2, -0.1, 0.1]]}